(1)
Entry from the Open Molecules 2025 dataset: a 2-piece molecular cluster, C10H17BrClN3OP overall at a distorted geometry (ωB97M-V with the def2-TZVPD basis set).

XYZ file:
```
34
Properties=species:S:1:pos:R:3:forces:R:3
C 2.114 -2.161 1.408 0.6 0.4 -0.5
C 2.305 -0.962 0.258 1.1 -0.8 0.3
C 2.319 0.529 0.940 -0.5 -0.6 0.1
C 0.896 1.361 0.785 0.1 0.8 0.5
C 0.484 1.678 -0.783 0.1 0.5 -0.4
C -0.303 0.673 1.671 -3.7 -3.1 1.3
C -1.249 -0.643 1.421 -0.3 3.7 2.6
P -1.200 -1.802 -0.099 0.9 -0.4 -1.6
O -1.664 -0.944 -1.581 -0.7 -1.8 1.8
Cl -2.639 -3.352 0.338 0.4 1.7 0.0
N -2.198 -0.829 2.612 3.9 5.4 0.7
C -1.911 0.288 3.591 1.5 -1.8 -4.1
N -0.804 1.150 3.019 -2.8 -4.2 -0.9
Br -0.203 2.602 4.048 -0.2 -0.7 -0.7
H 1.112 -2.050 2.003 1.9 -0.3 -1.1
H 3.027 -2.033 2.162 -2.1 -0.4 -1.6
H 2.179 -3.234 0.890 -0.2 2.4 1.2
H 1.559 -1.088 -0.636 1.3 0.4 1.8
H 3.391 -1.162 -0.195 -2.4 0.5 0.9
H 2.549 0.371 2.097 -0.4 0.6 -2.5
H 3.148 1.191 0.443 -1.6 -1.2 1.0
H 1.102 2.426 1.283 -0.7 -2.3 -0.9
H 1.353 2.354 -1.243 -1.9 -1.6 1.1
H 0.388 0.728 -1.460 0.2 1.7 1.5
H -0.523 2.303 -0.886 2.2 -1.4 0.5
H -1.925 -1.614 -2.291 0.5 0.9 1.5
H -2.919 -1.583 2.778 1.2 1.2 -0.5
H -2.473 0.379 4.613 1.5 0.1 -2.2
C -1.821 0.899 -4.360 1.2 0.0 -0.5
C -0.383 0.913 -4.850 7.9 0.1 -2.7
N 0.811 0.924 -5.257 -9.6 -0.1 3.3
H -1.926 0.194 -3.531 0.1 0.3 -0.2
H -2.107 1.897 -4.016 0.1 -0.1 -0.1
H -2.489 0.598 -5.172 0.2 0.1 0.1
```
Positions in Å, forces in eV/Å.

Calculated values
Net charge   +1
HOMO energy   -12.445 eV
Frontier orbital gap   7.9 eV
Electronic energy   -4005.7935 hartree
Spin multiplicity   1

Atomic partial charges in e from the natural (NBO) method, atoms 1 to 2: C -0.638; C -0.438



(2)
Entry from the Open Molecules 2025 dataset: a single C3H2O2 molecule at a distorted geometry (ωB97M-V with the def2-TZVPD basis set).

XYZ file:
```
7
Properties=species:S:1:pos:R:3:forces:R:3
C -0.372 -0.414 -0.495 -1.5 -0.8 -1.9
C -0.376 0.400 0.855 3.9 -2.3 -2.8
C 0.983 0.228 -0.105 -4.7 0.4 2.3
O 0.331 1.444 0.309 -0.3 4.6 -1.3
O 0.854 -0.189 1.267 1.5 -2.4 2.1
H -0.287 -1.533 -0.619 -0.6 1.2 0.8
H -1.133 0.064 -1.212 1.8 -0.6 0.6
```
Positions in Å, forces in eV/Å.

Calculated values
Net charge   0
HOMO energy   -10.827 eV
Relative energy (zero: lowest compared OMol25 entry of this formula, charge and spin)   119.63 kcal per mole
Frontier orbital gap   9.7 eV
Structure (SMILES)   C1[C@]23O[C@]12O3
Electronic energy   -265.7606 hartree
Spin multiplicity   1

Atomic partial charges in e from the natural (NBO) method, atoms 1 to 2: C -0.442; C 0.496



(3)
Entry from the Open Molecules 2025 dataset: a 2-piece molecular cluster, C3H5F2NO2S overall at a distorted geometry (ωB97M-V with the def2-TZVPD basis set).

XYZ file:
```
14
Properties=species:S:1:pos:R:3:forces:R:3
C -0.475 0.518 1.418 1.0 0.2 3.1
C -1.488 1.165 0.534 1.4 0.7 -1.9
C -0.854 -0.120 0.184 0.1 -2.6 -3.1
N 2.880 -1.562 -0.765 -0.9 1.3 2.6
O -0.541 -1.281 -2.341 0.2 0.1 0.7
O 0.498 0.957 -2.083 0.1 -0.6 0.7
F 2.351 -2.047 0.459 0.8 0.4 -1.9
F 2.974 -0.204 -0.456 0.3 -1.7 -0.6
S 0.230 -0.362 -1.510 -1.2 1.1 -0.1
H 0.504 1.035 1.735 -1.6 -0.9 -1.2
H -0.879 -0.076 2.276 0.4 0.8 -0.6
H -2.513 1.056 0.608 -1.9 0.1 0.9
H -1.210 1.982 -0.142 0.2 -0.1 0.6
H -1.477 -1.062 0.083 1.0 1.2 0.6
```
Positions in Å, forces in eV/Å.

Calculated values
Net charge   0
HOMO energy (spin up / spin down)   -9.238 / -11.340 eV
Relative energy (zero: lowest compared OMol25 entry of this formula, charge and spin)   144.79 kcal per mole
Frontier orbital gap (spin up / spin down)   7.6 / 9.2 eV
Electronic energy   -920.1787 hartree
Spin multiplicity   1

Atomic partial charges in e from the natural (NBO) method, atoms 1 to 2: C -0.443; C -0.435



(4)
Entry from the Open Molecules 2025 dataset: a single C4H7N3 molecule (ωB97M-V with the def2-TZVPD basis set).

XYZ file:
```
14
Properties=species:S:1:pos:R:3:forces:R:3
N -2.174 -0.814 0.041 -0.3 0.2 0.0
C -0.865 -0.154 0.036 0.1 0.1 0.0
C 0.195 -0.976 0.229 0.0 0.6 0.0
C 1.263 -0.007 0.136 0.2 0.1 0.0
N 2.621 -0.355 0.333 -0.1 0.0 -0.1
C 0.780 1.256 -0.116 0.1 0.1 0.0
N -0.609 1.182 -0.211 0.1 -0.6 0.1
H -2.689 -0.816 -0.845 0.2 0.0 0.1
H -2.816 -0.546 0.794 0.2 -0.1 -0.1
H -1.711 -1.734 0.226 -0.5 -0.2 0.0
H 3.250 0.133 -0.292 0.0 0.0 0.1
H 2.715 -1.354 0.200 0.1 0.1 0.0
H 1.267 2.216 -0.244 0.0 -0.2 0.0
H -1.227 1.967 -0.288 -0.1 0.0 0.1
```
Positions in Å, forces in eV/Å.

Calculated values
Net charge   0
HOMO energy   -6.802 eV
Relative energy (zero: lowest compared OMol25 entry of this formula, charge and spin)   82.65 kcal per mole
Frontier orbital gap   6.9 eV
Electronic energy   -320.7516 hartree
Spin multiplicity   1

Atomic partial charges in e from the natural (NBO) method, atoms 1 to 2: N -0.715; C 0.078



(5)
Entry from the Open Molecules 2025 dataset: a 2-piece molecular cluster, C3N2O2 overall at a distorted geometry (ωB97M-V with the def2-TZVPD basis set).

XYZ file:
```
7
Properties=species:S:1:pos:R:3:forces:R:3
C 1.508 0.229 -0.469 0.6 1.3 -0.2
C -0.861 1.621 1.062 -2.6 -1.5 -0.1
C -0.375 -1.330 -0.346 2.8 2.2 -0.2
N 2.242 1.109 -0.588 0.2 -0.1 -0.1
N 0.639 -0.687 -0.243 -1.4 -1.9 0.4
O -1.826 0.995 0.998 2.5 1.7 0.2
O -1.327 -1.938 -0.413 -2.1 -1.6 0.0
```
Positions in Å, forces in eV/Å.

Calculated values
Net charge   0
HOMO energy   -11.252 eV
Relative energy (zero: lowest compared OMol25 entry of this formula, charge and spin)   18.35 kcal per mole
Frontier orbital gap   11.7 eV
Electronic energy   -374.2765 hartree
Spin multiplicity   1

Atomic partial charges in e from the natural (NBO) method, atoms 1 to 2: C 0.415; C 0.524



(6)
Entry from the Open Molecules 2025 dataset: a 2-piece molecular cluster, C5H9NO overall at a distorted geometry (ωB97M-V with the def2-TZVPD basis set).

XYZ file:
```
16
Properties=species:S:1:pos:R:3:forces:R:3
C 0.799 -0.006 0.143 1.0 -1.1 -1.5
C 0.478 -0.165 -1.238 1.6 1.0 1.2
C 0.870 1.341 0.785 -0.4 -0.1 0.1
N 1.189 -1.094 0.876 0.3 1.2 -0.4
O -1.364 -0.820 0.517 -1.4 1.5 -0.3
C -1.639 -0.214 -0.777 -0.1 -2.5 3.9
C -2.797 0.093 -1.124 0.5 0.3 -1.4
H -1.029 -1.352 1.257 -0.1 0.2 -1.9
H 1.259 -0.993 1.877 0.1 -0.4 -0.2
H 1.224 -1.988 0.404 0.0 0.1 0.4
H 0.795 0.681 -1.838 -0.9 0.6 0.1
H 0.990 -0.982 -1.737 -0.7 -0.9 0.3
H -0.103 1.825 0.715 -0.1 0.1 -0.1
H 1.593 1.950 0.241 0.0 0.0 0.1
H 1.139 1.315 1.841 0.1 -0.1 0.0
H -3.404 0.410 -1.942 0.0 0.2 -0.1
```
Positions in Å, forces in eV/Å.

Calculated values
Net charge   0
HOMO energy (spin up / spin down)   -6.998 / -6.997 eV
Relative energy (zero: lowest compared OMol25 entry of this formula, charge and spin)   183.09 kcal per mole
Frontier orbital gap (spin up / spin down)   7.1 / 7.1 eV
Structure (SMILES)   C=C(C)N.C#CO
Electronic energy   -325.6458 hartree
Spin multiplicity   1

Atomic partial charges in e from the natural (NBO) method, atoms 1 to 2: C 0.412; C -0.619